The following is a quantum chemistry calculation of C56H86F6N5O33S2Sr as an isolated structure in a non-equilibrium geometry, from the OMol25 dataset.

Geometry as XYZ:
```
189
C56H86F6N5O33S2Sr ωB97M-V/def2-TZVPD
Sr 0.7590 2.1226 0.7096
C -2.9677 -0.0304 -0.4299
F -3.2855 -0.7837 -1.4544
F -4.1117 0.2556 0.2068
F -2.1947 -0.6839 0.4374
S -1.9566 1.3569 -1.0773
O -2.5506 1.7972 -2.2716
O -1.8492 2.2100 0.0575
N -0.4390 0.8179 -1.2665
S 0.1947 0.1073 -2.5825
O -0.5085 0.2170 -3.8009
O 1.6092 0.4434 -2.5266
C 0.2034 -1.7627 -2.1675
F 0.4491 -1.9268 -0.8967
F -0.9813 -2.1885 -2.5286
F 1.1789 -2.3944 -2.8196
C -2.0502 -3.3422 7.2924
O -1.9933 -3.6731 5.9169
C -2.3896 -2.6865 4.9935
C -2.2307 -3.1711 3.5905
O -0.8099 -3.4799 3.4352
C -0.4984 -3.9065 2.1013
C 0.8656 -4.4307 1.9532
O 1.8873 -3.5125 2.4069
C 2.2541 -3.7530 3.7629
H -1.4161 -4.0900 7.8639
H -3.1321 -3.3580 7.5560
H -1.5713 -2.2674 7.3688
H -1.8478 -1.7595 5.1648
H -3.4585 -2.4926 5.0943
H -2.5840 -2.3723 2.8667
H -2.8499 -4.0085 3.3858
H -0.5913 -3.0478 1.3986
H -1.2116 -4.6608 1.7787
H 0.9667 -4.6216 0.8740
H 0.9544 -5.4348 2.4176
H 3.2049 -3.3342 4.0720
H 2.2258 -4.8522 3.9119
H 1.4636 -3.3417 4.4142
C 3.7907 -0.1044 1.3826
O 2.4629 0.2496 1.7597
C 2.0149 -0.3312 2.9755
C 0.6095 -0.6796 2.7480
O -0.1584 0.5143 2.5248
C -0.6222 1.1122 3.6745
C -1.1517 2.4641 3.3201
O -0.0627 3.2679 2.9037
C -0.3309 4.6479 3.1728
H 4.0306 0.5116 0.5257
H 3.9744 -1.1549 1.1916
H 4.4642 0.2031 2.2124
H 2.1596 0.2684 3.9022
H 2.5534 -1.2426 3.1824
H 0.1915 -1.3022 3.5104
H 0.4688 -1.2518 1.8751
H 0.1451 1.1190 4.4823
H -1.4338 0.4010 4.0731
H -1.7106 2.9445 4.1163
H -1.9402 2.2083 2.5435
H -1.1997 4.9705 2.5870
H 0.5936 5.2564 3.0520
H -0.6888 4.8131 4.2080
C -5.2201 -2.4566 1.6210
O -4.6191 -1.3868 2.2593
C -5.4649 -0.4869 2.9453
C -4.5867 0.2366 3.9500
O -5.3699 1.1822 4.7110
C -4.6352 2.0464 5.5204
C -5.5500 2.9097 6.3789
O -6.1734 2.0107 7.3041
C -6.8692 2.6415 8.3116
H -6.1888 -2.7062 2.0521
H -4.5538 -3.2960 1.6859
H -5.4398 -2.3213 0.5592
H -6.1905 -0.9764 3.6476
H -6.0451 0.1389 2.2469
H -3.8466 0.8432 3.4412
H -4.1344 -0.4284 4.6542
H -4.0943 2.7300 4.7933
H -3.9201 1.6031 6.1972
H -6.2883 3.4529 5.7617
H -5.0081 3.7169 6.9285
H -7.7822 3.0572 7.9054
H -6.2123 3.3889 8.7562
H -7.0994 1.8738 9.0501
C 2.4855 0.5862 -6.8082
C 1.2475 1.2512 -6.6571
C 1.2104 2.6364 -6.6231
C 2.3594 3.3833 -6.8899
C 3.6250 2.7531 -7.0756
C 3.6710 1.3608 -6.9571
N 2.2029 4.8103 -7.0884
O 1.3172 5.3624 -6.4305
O 3.0102 5.3911 -7.7552
H 2.4582 -0.4894 -6.6910
H 0.3276 0.7303 -6.5497
H 0.2346 3.1085 -6.5244
H 4.5916 3.3369 -7.1932
H 4.6229 0.8222 -6.9998
C 0.1078 -3.7806 -5.4653
C 0.1682 -5.1489 -5.7727
C -0.9285 -5.9013 -6.1044
C -2.1344 -5.2258 -6.0074
C -2.2715 -3.8972 -5.7072
C -1.1213 -3.1317 -5.4603
N -3.4403 -5.9773 -6.1896
O -4.4356 -5.5252 -5.6291
O -3.3498 -6.9786 -6.8367
H 1.0497 -3.2412 -5.2190
H 1.1457 -5.6972 -5.8936
H -0.8462 -6.8946 -6.5685
H -3.2160 -3.3818 -5.7035
H -1.1711 -2.0489 -5.3873
C -0.5076 -7.7369 -3.1385
C -0.0170 -6.8327 -2.2310
C -0.8698 -5.9418 -1.5959
C -2.2014 -5.8858 -2.0097
C -2.6973 -6.7792 -2.9790
C -1.8572 -7.7570 -3.4933
N -3.1035 -5.0923 -1.1884
O -2.6575 -4.4562 -0.2206
O -4.3004 -5.1665 -1.4789
H 0.1760 -8.4704 -3.5320
H 1.0395 -6.7397 -2.1134
H -0.5044 -5.2700 -0.8211
H -3.6868 -6.6022 -3.3216
H -2.2735 -8.5247 -4.1373
C 5.6942 6.6866 -1.8930
C 4.7628 5.9856 -2.6709
C 4.1771 4.8475 -2.1215
C 4.3657 4.5734 -0.8006
C 5.2408 5.2603 -0.0027
C 5.9208 6.3419 -0.5621
N 3.5423 3.4579 -0.3757
O 2.9324 2.8744 -1.2318
O 3.3758 3.3107 0.8227
H 6.0516 7.6007 -2.2794
H 4.6369 6.1726 -3.6812
H 3.5600 4.1913 -2.6955
H 5.4044 4.9985 1.0256
H 6.5873 6.9191 0.0418
C 1.4427 6.7369 0.5343
O 1.5070 6.4374 -0.9229
C 1.0728 5.2523 -1.3623
O 0.8764 4.3519 -0.5806
O 0.8877 5.2319 -2.6427
C 0.3561 3.9970 -3.1929
H 2.2809 6.2276 1.0758
H 0.5275 6.4388 0.9516
H 1.6420 7.8454 0.5461
H -0.6455 4.0347 -2.8410
H 0.7954 3.0805 -2.7752
H 0.4655 4.1573 -4.2194
C 5.4886 0.3043 -2.1183
O 6.7853 0.4031 -1.5799
C 6.9281 1.2099 -0.5335
O 6.0521 1.9553 -0.0814
O 8.0939 1.0366 0.0276
C 8.3683 1.6353 1.2405
H 4.7255 0.1045 -1.3656
H 5.4709 -0.5753 -2.7675
H 5.1400 1.1705 -2.6862
H 8.2419 0.9517 1.9932
H 7.7083 2.4367 1.3863
H 9.4392 1.9863 1.2420
C -5.3093 3.7188 -1.3656
O -4.2250 4.0454 -0.5153
C -4.4389 4.4608 0.7000
O -3.6006 4.8163 1.4617
O -5.7448 4.3347 1.0549
C -6.0602 4.6128 2.4332
H -4.9263 3.2235 -2.2491
H -5.8921 4.6019 -1.6311
H -5.9367 2.8911 -0.8837
H -6.3454 5.7092 2.4595
H -5.2341 4.4348 3.1606
H -6.9127 3.9923 2.6325
C 4.1305 -3.1008 -2.9616
O 4.7828 -2.9024 -1.6690
C 4.3142 -3.5724 -0.6022
O 3.2497 -4.1325 -0.5178
O 5.2402 -3.3564 0.3393
C 5.0102 -3.8415 1.6756
H 3.3130 -3.7858 -2.7961
H 4.8648 -3.4873 -3.6375
H 3.8223 -2.1125 -3.3233
H 4.2723 -4.5860 1.6512
H 4.6722 -3.0783 2.2950
H 5.9859 -4.0932 2.0199
```

Its charge is +1. The calculation puts the highest occupied orbital energy at -0.4151 Ha. For the largest force on an atom, the calculation gives 3.27 eV/Å. The gap between HOMO and LUMO is 8.23 eV.

These are the Löwdin partial charges, in e, on atoms 1 to 6:
1 Sr 1.6004
2 C -0.6661
3 F 0.1677
4 F 0.1566
5 F 0.1345
6 S 0.5697

=====

The following is a quantum chemistry calculation of a 5-piece molecular cluster, C56H91F5I2NO10S overall in a non-equilibrium geometry, from the OMol25 dataset.

Geometry as XYZ:
```
166
C56H91F5I2NO10S ωB97M-V/def2-TZVPD
C 1.9078 3.6988 6.2900
C 3.2973 3.9926 5.4941
O 3.0898 3.5753 4.1291
C 3.4460 2.1587 3.9530
C 3.4591 1.8083 2.3558
O 2.4520 1.1440 1.7598
C 1.8508 -0.0637 1.5598
N 0.6385 -0.1069 2.3760
C 0.2008 -1.0150 3.3714
C -0.8734 -2.2211 3.3604
O 0.4962 -0.7325 4.5900
C -0.0565 1.1552 2.6918
C -1.5026 1.5895 2.0807
O 0.3162 2.0111 3.5569
C 1.2548 0.1379 0.0278
C 0.8936 1.5375 -0.5296
C 0.7688 2.9482 0.0529
C 0.4023 4.2511 -0.6903
C 0.1297 4.1865 -2.2247
C 0.2970 2.8029 -2.8906
C 0.6569 1.5325 -2.1021
S 0.0345 -1.2355 -0.1729
O -0.4408 -1.3277 -1.6287
O -1.3580 -0.9715 0.4453
O 0.6671 -2.5127 0.5266
C 2.1332 -2.6794 0.7786
C 1.8677 -4.0717 1.6184
C 3.0431 -5.0525 1.9404
O 2.8839 -6.2824 1.1125
C 2.6505 -3.1475 -0.6384
F 3.7305 -4.1218 -0.6829
F 3.2131 -2.1615 -1.5518
C 1.6308 -3.8488 -1.6712
C 1.3093 -3.2397 -3.0982
C 0.3874 -3.8859 -4.1479
C -0.3101 -5.2378 -3.8857
C 0.0169 -5.9121 -2.5426
C -0.6687 -7.3475 -2.2769
F -1.5563 -7.6346 -3.3755
F 0.2644 -8.4017 -2.2009
F -1.5337 -7.2779 -1.1329
C 0.9595 -5.2282 -1.5023
C 2.8053 -1.4539 1.5952
C 4.2003 -1.1210 0.7976
O 4.4546 -0.0689 0.1303
O 5.2110 -2.0780 0.5883
C 3.3382 -1.4385 3.0851
I 2.9611 -2.9607 4.6585
C 4.9524 -1.2258 3.4186
C 5.8158 -2.5651 3.5050
I 4.8776 -0.6721 5.6126
H 1.8998 4.2987 7.2581
H 1.0665 3.9555 5.5613
H 1.8757 2.5573 6.4815
H 3.5716 5.1140 5.4962
H 4.1533 3.4411 6.0083
H 4.5056 2.0653 4.3901
H 2.7453 1.4665 4.5332
H 4.5394 1.4160 2.1928
H 3.5453 2.8795 1.9022
H -0.3820 -3.0554 3.9968
H -1.0818 -2.6777 2.3482
H -1.8306 -1.9439 3.9446
H -1.9008 2.5518 2.5307
H -1.4738 1.5924 0.9281
H -2.2414 0.7497 2.3571
H 2.1257 -0.1852 -0.6769
H 0.9982 3.0466 1.1661
H 0.3260 5.2484 -0.1569
H -0.1446 5.1134 -2.8195
H 0.1286 2.7161 -4.0282
H 0.7693 0.5715 -2.7280
H 1.2208 -3.7196 2.5116
H 1.0709 -4.7367 1.0998
H 4.1076 -4.6991 1.7147
H 3.0819 -5.4773 3.0171
H 3.7827 -6.6201 0.9239
H 1.7490 -2.2320 -3.4433
H 0.1871 -3.3742 -5.1604
H -1.0087 -5.6363 -4.6942
H 1.1434 -5.8636 -0.5807
H 2.8859 -0.5293 3.6752
H 5.4344 -0.3071 3.0011
H 6.8604 -2.3046 3.0746
H 5.4389 -3.4311 2.8721
H 6.0152 -2.9713 4.5499
C -3.1056 1.0334 -2.4091
C -3.9243 0.0192 -1.6229
C -4.8375 -0.8310 -2.5070
C -5.9111 -0.0516 -3.2715
C -6.8569 0.7790 -2.4007
C -7.6834 -0.0640 -1.4396
H -3.7430 1.7584 -2.9229
H -2.4486 1.5908 -1.7355
H -2.4786 0.5345 -3.1535
H -4.5067 0.5342 -0.8514
H -3.2344 -0.6446 -1.0923
H -5.3149 -1.5976 -1.8865
H -4.2228 -1.3757 -3.2332
H -6.5037 -0.7628 -3.8590
H -5.4316 0.6114 -3.9996
H -7.5407 1.3265 -3.0591
H -6.2982 1.5360 -1.8416
H -8.2853 -0.7977 -1.9830
H -8.3637 0.5740 -0.8683
H -7.0525 -0.5967 -0.7242
C 4.1587 -8.9082 3.9000
C 5.4003 -9.5831 3.3342
C 5.3645 -9.7310 1.8121
C 4.2313 -10.6050 1.2672
C 4.1956 -12.0366 1.8077
C 5.4363 -12.8437 1.4516
H 3.2558 -9.4912 3.7039
H 4.2520 -8.7995 4.9842
H 4.0255 -7.9109 3.4716
H 5.5400 -10.5580 3.8119
H 6.2761 -8.9823 3.6031
H 6.3274 -10.1306 1.4752
H 5.2800 -8.7356 1.3602
H 4.3167 -10.6407 0.1752
H 3.2689 -10.1272 1.4763
H 3.3192 -12.5421 1.3876
H 4.0563 -12.0335 2.8934
H 5.5683 -12.8978 0.3676
H 5.3434 -13.8650 1.8316
H 6.3395 -12.4107 1.8883
C -2.8885 11.2399 -0.3071
C -1.8897 10.6788 0.6956
C -1.0249 9.5558 0.1206
C -1.7892 8.3057 -0.3247
C -2.6374 7.6393 0.7615
C -1.8141 7.1235 1.9335
H -3.6052 10.4821 -0.6320
H -3.4560 12.0586 0.1443
H -2.3758 11.6325 -1.1897
H -2.4188 10.3363 1.5903
H -1.2307 11.4909 1.0218
H -0.2714 9.2764 0.8650
H -0.4656 9.9428 -0.7394
H -1.0660 7.5760 -0.7068
H -2.4372 8.5559 -1.1712
H -3.1708 6.7944 0.3125
H -3.4061 8.3286 1.1252
H -1.0693 6.3975 1.5968
H -2.4635 6.6285 2.6605
H -1.2964 7.9341 2.4522
C -4.3210 6.8557 -7.6270
C -5.1102 6.8318 -6.3254
C -4.2669 6.4217 -5.1168
C -3.6814 5.0079 -5.1783
C -4.7074 3.8846 -5.3478
C -5.6868 3.7867 -4.1869
H -3.9361 5.8665 -7.8853
H -4.9613 7.1856 -8.4499
H -3.4775 7.5483 -7.5586
H -5.9760 6.1708 -6.4316
H -5.5115 7.8349 -6.1434
H -4.8761 6.5248 -4.2121
H -3.4402 7.1328 -5.0026
H -3.1102 4.8300 -4.2599
H -2.9572 4.9478 -5.9974
H -4.1681 2.9344 -5.4292
H -5.2580 4.0056 -6.2863
H -5.1585 3.6192 -3.2444
H -6.3723 2.9496 -4.3430
H -6.2898 4.6930 -4.0888
```

Its charge is -1. The calculation puts the highest occupied orbital energy at -0.2048 Ha. For the largest force on an atom, the calculation gives 10.03 eV/Å. The gap between HOMO and LUMO is 7.29 eV.

These are the Löwdin partial charges, in e, on atoms 1 to 6:
1 C -0.0826
2 C -0.2631
3 O -0.2186
4 C -0.1981
5 C -0.1643
6 O -0.0782